(1)
Computed, not measured: a molecular structure, C49H66N6O5S4SbTi at a distorted geometry, with ωB97M-V/def2-TZVPD.

Calculated values
gap between HOMO and LUMO (spin up / spin down): 2.86 / 4.03 eV
F_max: 0.10460 Eh/bohr
LUMO level (spin up / spin down): 3.73 / 3.73 eV
energy relative to the best compared isomer or geometry (same formula, charge and spin): 77.3 kcal/mol
molar mass: 1117.00 g/mol
E_HOMO (spin up / spin down): 0.86 / -0.31 eV
spin multiplicity: 2
<S²>: 0.763
charge: -2
electronic energy: -5294.0226 a.u.

Atoms and positions in Å:
1 Ti 0.521 -0.274 -0.685
2 C -4.199 3.511 -2.173
3 C -2.942 3.741 -1.382
4 C -2.933 5.128 -0.789
5 O -2.844 2.787 -0.331
6 C -1.612 2.064 -0.480
7 C -0.806 2.943 -1.432
8 O -1.841 3.536 -2.229
9 C 0.282 2.228 -2.278
10 O 0.344 0.863 -2.023
11 C 1.705 2.846 -2.076
12 C 2.022 4.144 -1.783
13 C 3.352 4.581 -1.759
14 C 4.391 3.702 -2.030
15 C 4.077 2.402 -2.363
16 C 2.734 2.017 -2.397
17 C 0.054 2.473 -3.770
18 C 0.257 1.418 -4.591
19 C 0.186 1.512 -5.975
20 C -0.113 2.731 -6.560
21 C -0.289 3.833 -5.730
22 C -0.193 3.704 -4.350
23 C -0.944 1.740 0.886
24 O -0.079 0.647 0.689
25 C -1.961 1.332 1.941
26 C -3.112 0.613 1.638
27 C -3.966 0.163 2.640
28 C -3.660 0.391 3.978
29 C -2.510 1.093 4.286
30 C -1.674 1.554 3.272
31 C -0.180 2.991 1.366
32 C 1.201 3.097 1.259
33 C 1.872 4.250 1.668
34 C 1.153 5.315 2.181
35 C -0.223 5.218 2.297
36 C -0.886 4.056 1.898
37 H -5.047 3.401 -1.475
38 H -4.082 2.593 -2.777
39 H -4.379 4.360 -2.852
40 H -3.784 5.223 -0.092
41 H -3.016 5.878 -1.593
42 H -1.997 5.292 -0.234
43 H -1.800 1.134 -0.978
44 H -0.335 3.732 -0.841
45 H 1.230 4.883 -1.597
46 H 3.566 5.629 -1.518
47 H 5.433 4.041 -1.996
48 H 4.862 1.665 -2.590
49 H 2.463 0.990 -2.728
50 H 0.488 0.483 -4.135
51 H 0.360 0.619 -6.593
52 H -0.201 2.830 -7.647
53 H -0.504 4.813 -6.169
54 H -0.307 4.587 -3.725
55 H -3.357 0.423 0.599
56 H -4.875 -0.390 2.384
57 H -4.308 0.004 4.767
58 H -2.249 1.277 5.333
59 H -0.768 2.107 3.527
60 H 1.759 2.263 0.833
61 H 2.960 4.314 1.553
62 H 1.668 6.234 2.481
63 H -0.800 6.059 2.695
64 H -1.972 3.971 2.006
65 C -3.771 -2.867 0.478
66 N -3.628 -2.348 -0.854
67 C -4.834 -2.022 -1.565
68 C -4.441 -0.835 -2.429
69 N -3.010 -0.742 -2.297
70 C -2.210 -0.328 -3.413
71 C -2.548 -1.610 -1.340
72 N -1.322 -1.743 -0.998
73 C -1.023 -2.913 -0.182
74 C 0.253 -3.569 -0.574
75 N 1.389 -2.854 -0.166
76 C 2.384 -3.598 0.176
77 N 3.524 -3.190 0.917
78 C 4.647 -2.713 0.164
79 C 3.868 -4.358 1.694
80 C 3.398 -5.550 0.874
81 N 2.368 -5.003 0.023
82 C 2.361 -5.552 -1.314
83 H -4.773 -2.610 0.866
84 H -3.030 -2.445 1.157
85 H -3.684 -3.975 0.486
86 H -5.651 -1.763 -0.862
87 H -5.168 -2.892 -2.175
88 H -4.913 0.094 -2.041
89 H -4.715 -0.954 -3.496
90 H -1.152 -0.618 -3.211
91 H -2.521 -0.820 -4.358
92 H -2.274 0.776 -3.516
93 H -1.809 -3.678 -0.302
94 H -0.958 -2.615 0.862
95 H 0.236 -3.697 -1.678
96 H 0.247 -4.576 -0.113
97 H 5.054 -3.488 -0.542
98 H 4.376 -1.818 -0.408
99 H 5.435 -2.413 0.894
100 H 3.325 -4.318 2.656
101 H 4.952 -4.387 1.898
102 H 2.977 -6.351 1.519
103 H 4.232 -5.981 0.268
104 H 3.379 -5.531 -1.775
105 H 1.694 -4.980 -1.990
106 H 1.995 -6.602 -1.252
107 S 3.997 -2.853 -3.355
108 Sb 2.060 -1.619 -2.772
109 S 2.719 0.012 -0.199
110 S 0.380 -2.661 -4.143
111 C 0.559 -5.378 3.850
112 C 1.158 -4.326 4.755
113 C 0.627 -2.928 4.490
114 S 1.011 -2.374 2.765
115 O -0.162 -1.527 2.401
116 C 2.401 -1.219 3.198
117 C 1.993 0.198 3.483
118 C 1.443 0.431 4.872
119 H 0.943 -6.379 4.119
120 H 0.797 -5.188 2.805
121 H -0.542 -5.387 3.952
122 H 2.258 -4.318 4.625
123 H 0.955 -4.598 5.807
124 H 1.047 -2.205 5.207
125 H -0.477 -2.906 4.539
126 H 3.018 -1.254 2.273
127 H 2.951 -1.686 4.047
128 H 1.238 0.486 2.759
129 H 2.868 0.847 3.312
130 H 0.441 -0.011 4.974
131 H 1.352 1.517 5.056
132 H 2.112 0.001 5.647


(2)
Computed, not measured: a molecular structure, C34H30FMgN7O5 at a distorted geometry, with ωB97M-V/def2-TZVPD.

Calculated values
gap between HOMO and LUMO: 3.21 eV
F_max: 0.02052 Eh/bohr
LUMO level: -2.11 eV
molar mass: 659.96 g/mol
E_HOMO: -5.32 eV
spin multiplicity: 1
electronic energy: -2373.2164 a.u.

Atoms and positions in Å:
1 Mg -2.682 -1.617 1.130
2 O -1.753 0.737 4.463
3 C -1.860 -0.002 3.471
4 N -2.872 -0.289 2.682
5 C -4.200 0.124 2.901
6 C -4.603 1.272 3.568
7 C -5.959 1.566 3.685
8 C -6.907 0.708 3.152
9 C -6.518 -0.455 2.492
10 C -5.169 -0.756 2.350
11 N -4.625 -1.866 1.684
12 C -5.226 -3.042 1.606
13 O -6.354 -3.407 1.962
14 C -4.306 -4.094 0.987
15 C -4.871 -5.249 0.464
16 C -4.056 -6.191 -0.132
17 C -2.688 -5.962 -0.169
18 C -2.206 -4.798 0.395
19 N -2.979 -3.871 0.968
20 C -0.598 -0.747 3.026
21 C 0.635 -0.341 3.527
22 C 1.786 -0.958 3.076
23 C 1.678 -1.984 2.145
24 C 0.414 -2.350 1.723
25 N -0.708 -1.760 2.147
26 H -3.851 1.914 4.005
27 H -6.274 2.461 4.210
28 H -7.962 0.936 3.259
29 H -7.251 -1.144 2.097
30 H -5.943 -5.364 0.541
31 H -4.476 -7.091 -0.565
32 H -2.005 -6.660 -0.633
33 H -1.140 -4.604 0.384
34 H 0.636 0.456 4.258
35 H 2.757 -0.650 3.446
36 H 2.548 -2.501 1.761
37 H 0.295 -3.155 1.007
38 C 3.154 -1.244 -3.797
39 C 1.930 -0.414 -4.160
40 N 1.060 -0.160 -3.014
41 C -0.018 -0.979 -2.816
42 C -0.841 -0.953 -1.748
43 C -2.025 -1.925 -1.728
44 O -2.043 -2.785 -2.606
45 O -2.855 -1.732 -0.788
46 C -0.590 0.001 -0.694
47 O -1.264 0.149 0.314
48 C 0.622 0.836 -0.876
49 C 0.969 1.712 0.145
50 C 2.066 2.511 0.003
51 F 2.456 3.319 1.023
52 C 2.825 2.511 -1.169
53 C 2.496 1.626 -2.176
54 C 1.406 0.754 -2.033
55 N 3.920 3.403 -1.339
56 C 3.868 4.730 -0.767
57 C 4.646 5.676 -1.663
58 N 6.060 5.153 -1.773
59 C 6.103 3.744 -2.316
60 C 5.260 2.872 -1.403
61 H 3.780 -1.407 -4.675
62 H 2.845 -2.215 -3.409
63 H 3.752 -0.750 -3.030
64 H 1.326 -0.940 -4.896
65 H 2.214 0.535 -4.614
66 H -0.229 -1.701 -3.597
67 H 0.365 1.723 1.048
68 H 3.082 1.644 -3.086
69 H 4.287 4.768 0.250
70 H 2.839 5.074 -0.703
71 H 4.698 6.688 -1.267
72 H 4.230 5.686 -2.668
73 H 6.463 5.142 -0.833
74 H 6.635 5.777 -2.338
75 H 7.145 3.435 -2.361
76 H 5.675 3.777 -3.315
77 H 5.735 2.838 -0.406
78 H 5.244 1.855 -1.789


(3)
Computed, not measured: 2 unconnected molecules or ions with the total composition CH9N2O, with ωB97M-V/def2-TZVPD.

Calculated values
gap between HOMO and LUMO: 12.45 eV
F_max: 0.01439 Eh/bohr
LUMO level: -3.22 eV
energy relative to the best compared isomer or geometry (same formula, charge and spin): 5.3 kcal/mol
molar mass: 65.10 g/mol
E_HOMO: -15.67 eV
spin multiplicity: 1
charge: +1
electronic energy: -228.0071 a.u.

Atoms and positions in Å:
1 N 0.359 1.927 -1.048
2 H -0.344 2.521 -1.477
3 H 0.700 2.524 -0.292
4 H -0.138 0.317 -0.756
5 H 1.108 1.811 -1.720
6 N -0.544 -0.598 -0.329
7 C -0.036 -0.871 1.046
8 O 0.125 -2.262 1.055
9 H -0.265 -1.412 -0.886
10 H -1.553 -0.493 -0.423
11 H 0.896 -0.309 1.115
12 H -0.766 -0.598 1.806
13 H 0.459 -2.557 1.910


(4)
Computed, not measured: a molecular structure, C31H36BrCl2CrNO11S at a distorted geometry, with ωB97M-V/def2-TZVPD.

Calculated values
gap between HOMO and LUMO (spin up / spin down): 7.35 / 7.63 eV
F_max: 0.07721 Eh/bohr
LUMO level (spin up / spin down): 1.95 / 2.15 eV
energy relative to the best compared isomer or geometry (same formula, charge and spin): 11.4 kcal/mol
molar mass: 833.50 g/mol
E_HOMO (spin up / spin down): -5.40 / -5.49 eV
spin multiplicity: 4
<S²>: 3.773
charge: -1
electronic energy: -7022.3144 a.u.

Atoms and positions in Å:
1 Cr 0.409 0.247 0.010
2 C 2.023 -7.126 -3.371
3 C 1.205 -6.803 -2.117
4 C -0.259 -7.190 -2.367
5 C 1.750 -7.637 -0.950
6 C 1.268 -5.328 -1.756
7 C 0.751 -4.887 -0.547
8 C 0.831 -3.558 -0.207
9 Br 0.308 -3.067 1.557
10 C 1.355 -2.537 -1.042
11 O 1.341 -1.306 -0.645
12 C 1.903 -3.010 -2.278
13 C 1.843 -4.366 -2.571
14 C 2.648 -2.148 -3.298
15 C 4.144 -2.491 -3.211
16 C 2.478 -0.652 -3.069
17 C 2.137 -2.441 -4.722
18 H 1.998 -8.198 -3.556
19 H 3.062 -6.825 -3.247
20 H 1.614 -6.625 -4.247
21 H -0.333 -8.252 -2.599
22 H -0.666 -6.622 -3.200
23 H -0.866 -6.985 -1.489
24 H 1.762 -8.693 -1.214
25 H 1.135 -7.521 -0.062
26 H 2.762 -7.328 -0.701
27 H 0.307 -5.569 0.158
28 H 2.289 -4.685 -3.497
29 H 4.533 -2.214 -2.233
30 H 4.696 -1.938 -3.970
31 H 4.321 -3.554 -3.362
32 H 2.846 -0.339 -2.094
33 H 1.425 -0.402 -3.133
34 H 3.011 -0.084 -3.831
35 H 2.439 -3.421 -5.085
36 H 2.539 -1.697 -5.407
37 H 1.051 -2.384 -4.752
38 O 0.891 3.766 -0.162
39 Cl 0.773 2.770 0.823
40 O 0.776 3.344 2.115
41 O 1.828 1.807 0.724
42 O -0.474 2.072 0.624
43 Cl -6.574 -0.894 4.261
44 C -5.076 -0.797 3.409
45 C -5.012 -1.219 2.090
46 C -3.813 -1.133 1.413
47 C -2.682 -0.640 2.059
48 C -2.763 -0.220 3.385
49 C -3.962 -0.297 4.064
50 C -1.421 -0.504 1.317
51 O -1.394 -0.688 0.062
52 O -0.341 -0.178 1.873
53 H -5.897 -1.592 1.599
54 H -3.742 -1.433 0.379
55 H -1.881 0.172 3.870
56 H -4.042 0.032 5.089
57 C -1.512 7.139 2.525
58 C -2.065 6.025 1.686
59 C -2.310 4.779 2.258
60 C -2.797 3.738 1.489
61 C -3.040 3.941 0.144
62 C -2.805 5.167 -0.444
63 C -2.313 6.206 0.330
64 S -3.706 2.599 -0.824
65 O -4.566 3.170 -1.831
66 O -4.280 1.643 0.082
67 N -2.481 1.848 -1.630
68 C -1.859 2.584 -2.710
69 C -0.820 1.718 -3.428
70 C 0.557 1.835 -2.726
71 O 1.417 2.528 -3.236
72 O 0.691 1.165 -1.649
73 H -2.011 7.192 3.491
74 H -1.608 8.099 2.022
75 H -0.453 6.951 2.700
76 H -2.090 4.619 3.304
77 H -3.003 2.764 1.906
78 H -3.037 5.302 -1.490
79 H -2.122 7.169 -0.124
80 H -1.815 1.444 -0.988
81 H -1.380 3.513 -2.362
82 H -2.677 2.844 -3.386
83 H -0.681 2.071 -4.449
84 H -1.150 0.679 -3.429


Repeat the third record exactly.
Computed, not measured: 2 unconnected molecules or ions with the total composition CH9N2O, with ωB97M-V/def2-TZVPD.

Calculated values
gap between HOMO and LUMO: 12.45 eV
F_max: 0.01439 Eh/bohr
LUMO level: -3.22 eV
energy relative to the best compared isomer or geometry (same formula, charge and spin): 5.3 kcal/mol
molar mass: 65.10 g/mol
E_HOMO: -15.67 eV
spin multiplicity: 1
charge: +1
electronic energy: -228.0071 a.u.

Atoms and positions in Å:
1 N 0.359 1.927 -1.048
2 H -0.344 2.521 -1.477
3 H 0.700 2.524 -0.292
4 H -0.138 0.317 -0.756
5 H 1.108 1.811 -1.720
6 N -0.544 -0.598 -0.329
7 C -0.036 -0.871 1.046
8 O 0.125 -2.262 1.055
9 H -0.265 -1.412 -0.886
10 H -1.553 -0.493 -0.423
11 H 0.896 -0.309 1.115
12 H -0.766 -0.598 1.806
13 H 0.459 -2.557 1.910


Q: What is the F_max in the third record?
A: 0.01439 Eh/bohr


Q: Among the records above, which one has the highest molar mass?
A: C49H66N6O5S4SbTi


Q: The highest electronic energy belongs to which entry?
A: CH9N2O